[1]
Molecular formula: C16H48BHgN4O4
Method: DFT, wB97M-V/def2-TZVPD

XYZ file:
```
74
Properties=species:S:1:pos:R:3
Hg -0.633 0.809 -0.852
B -0.496 2.497 -2.608
H 0.379 1.875 -2.718
H -1.393 1.909 -2.720
H -0.526 2.942 -1.625
H -0.469 3.312 -3.315
C 2.971 0.250 0.931
C 2.750 0.953 -0.367
C 2.891 0.140 -1.711
O 2.148 -1.078 -1.710
C 2.728 -2.076 -2.639
N 1.499 1.716 -0.287
H 2.471 0.721 1.778
H 4.032 0.195 1.171
H 2.752 -0.817 0.884
H 3.562 1.681 -0.359
H 3.954 -0.031 -1.878
H 2.690 0.718 -2.612
H 2.874 -1.806 -3.685
H 2.197 -3.027 -2.595
H 3.730 -2.277 -2.259
H 1.721 2.381 -1.014
H 1.669 2.352 0.479
C -4.585 -0.786 -0.860
C -3.094 -0.570 -1.121
C -2.607 -1.192 -2.370
O -1.238 -0.691 -2.453
C -0.575 -1.217 -3.637
N -2.969 0.881 -1.019
H -4.884 -0.544 0.160
H -4.897 -1.823 -0.978
H -5.275 -0.103 -1.357
H -2.515 -1.068 -0.343
H -3.070 -0.840 -3.292
H -2.788 -2.264 -2.284
H 0.342 -0.645 -3.777
H -1.129 -1.249 -4.575
H -0.297 -2.268 -3.561
H -3.465 1.290 -0.240
H -3.462 1.282 -1.804
C -0.088 -3.560 -0.822
C -0.248 -2.621 0.357
C 0.225 -3.193 1.760
O 1.664 -3.049 1.869
C 1.974 -2.762 3.247
N 0.136 -1.289 0.043
H -0.571 -3.193 -1.728
H -0.501 -4.543 -0.596
H 0.980 -3.732 -0.954
H -1.312 -2.677 0.587
H -0.103 -4.232 1.742
H -0.293 -2.691 2.577
H 3.035 -2.876 3.470
H 1.426 -3.479 3.859
H 1.670 -1.770 3.581
H 0.897 -1.443 -0.603
H 0.728 -1.124 0.844
C -2.311 3.513 1.546
C -0.908 2.818 1.627
C -0.018 3.306 2.872
O 1.140 2.477 2.830
C 1.803 2.421 4.095
N -1.104 1.291 1.700
H -2.837 3.316 0.612
H -2.080 4.569 1.685
H -2.958 3.257 2.385
H -0.572 3.059 0.618
H -0.709 2.966 3.643
H 0.260 4.358 2.939
H 1.935 3.416 4.519
H 2.834 2.166 3.851
H 1.140 1.765 4.659
H -0.307 0.839 2.126
H -1.921 1.165 2.279
```

Results
Total charge ... +1

[2]
Molecular formula: C16H48Cr2O9
Method: DFT, wB97M-V/def2-TZVPD

XYZ file:
```
75
Properties=species:S:1:pos:R:3
Cr -1.546 -2.841 -0.994
Cr -3.145 -0.607 -2.848
C -1.478 0.794 1.209
C -1.592 0.700 -0.368
O -1.966 -0.564 -0.895
H -2.372 0.555 1.785
H -1.232 1.828 1.449
H -0.677 0.165 1.597
H -0.692 1.060 -0.865
H -2.374 1.451 -0.482
O -2.537 -2.643 -2.760
H -1.918 -2.833 -3.492
C 2.141 1.483 0.863
C 3.464 2.220 1.137
O 4.600 1.692 0.469
H 1.371 1.993 1.442
H 2.017 0.426 1.101
H 1.716 1.606 -0.133
H 3.736 2.302 2.189
H 3.317 3.272 0.890
H 5.370 2.195 0.743
C 1.771 -3.542 1.378
C 0.626 -2.582 1.629
O -0.498 -3.044 0.918
H 1.813 -3.613 0.291
H 1.699 -4.594 1.656
H 2.628 -3.000 1.777
H 0.950 -1.586 1.325
H 0.392 -2.579 2.694
H -0.720 -3.953 1.135
C 0.056 4.240 -0.679
C 0.221 4.703 0.772
O -0.534 5.914 0.793
H 0.798 3.520 -1.022
H 0.107 5.084 -1.366
H -0.949 3.845 -0.829
H 1.260 4.997 0.918
H -0.059 3.942 1.500
H -0.685 6.060 1.730
C 0.707 0.846 4.655
C 1.969 0.005 4.530
O 3.217 0.509 5.116
H 0.755 1.857 4.251
H 0.451 0.949 5.709
H -0.174 0.462 4.141
H 2.164 -0.357 3.520
H 1.876 -0.972 5.005
H 3.837 -0.219 5.201
C -4.276 -2.156 1.518
C -4.099 -3.579 1.049
O -3.603 -3.612 -0.244
H -4.757 -2.066 2.492
H -4.867 -1.536 0.843
H -3.257 -1.772 1.534
H -5.059 -4.093 1.059
H -3.443 -3.970 1.827
H -4.025 -4.301 -0.761
C 1.167 -1.889 -3.932
C 1.378 -1.704 -2.519
O 0.424 -2.501 -1.904
H 0.160 -1.827 -4.346
H 1.583 -2.840 -4.265
H 1.717 -1.116 -4.468
H 1.075 -0.692 -2.252
H 2.426 -1.944 -2.336
H 0.744 -3.398 -2.023
C 0.039 2.221 -3.776
C -0.393 1.262 -4.912
O -1.356 0.353 -4.426
H -0.819 2.729 -3.336
H 0.537 3.060 -4.261
H 0.635 1.752 -2.993
H 0.463 0.706 -5.292
H -0.823 1.800 -5.756
H -1.452 -0.031 -5.301
```

Results
Multiplicity ... 9
Total charge ... +2

[3]
Molecular formula: C16H48N4O6
Method: DFT, wB97M-V/def2-TZVPD

XYZ file:
```
74
Properties=species:S:1:pos:R:3
C 0.401 0.750 -3.728
C -0.217 1.990 -3.115
C -1.273 2.729 -4.009
O -2.151 1.862 -4.806
C -3.135 2.708 -5.391
N -0.833 1.589 -1.904
H -0.278 0.023 -4.174
H 0.941 0.086 -3.053
H 0.915 1.049 -4.642
H 0.586 2.624 -2.740
H -0.727 3.351 -4.718
H -1.839 3.480 -3.457
H -2.713 3.589 -5.873
H -3.719 2.978 -4.511
H -3.725 2.124 -6.098
H -1.694 1.199 -2.262
H -1.127 2.471 -1.510
C 2.956 -2.808 1.618
C 2.346 -2.658 3.042
C 3.005 -1.799 4.124
O 4.377 -2.089 4.463
C 4.542 -3.407 4.970
N 0.982 -2.171 2.878
H 2.804 -1.836 1.149
H 2.560 -3.597 0.978
H 4.009 -3.035 1.784
H 2.154 -3.582 3.587
H 2.471 -1.822 5.074
H 3.137 -0.789 3.736
H 4.281 -4.147 4.213
H 3.905 -3.629 5.826
H 5.601 -3.564 5.170
H 1.119 -1.472 2.163
H 0.697 -1.531 3.606
C -0.602 -2.648 -0.456
C -1.530 -3.509 0.461
C -1.184 -4.969 0.616
O -0.986 -5.634 -0.662
C -2.040 -5.694 -1.620
N -1.563 -2.754 1.713
H 0.426 -2.508 -0.122
H -1.087 -1.685 -0.612
H -0.525 -3.102 -1.445
H -2.585 -3.511 0.184
H -1.948 -5.538 1.147
H -0.258 -5.094 1.177
H -2.902 -6.256 -1.260
H -1.567 -6.049 -2.536
H -2.381 -4.681 -1.829
H -0.652 -2.783 2.148
H -2.153 -3.130 2.442
C -1.650 3.433 1.039
C -1.259 4.535 0.113
C 0.215 4.689 -0.201
O 0.872 5.035 0.938
C 2.240 5.271 0.857
N -2.086 4.530 -1.113
H -2.525 3.534 1.681
H -0.820 3.242 1.719
H -1.778 2.494 0.502
H -1.564 5.431 0.653
H 0.356 5.509 -0.904
H 0.669 3.787 -0.611
H 2.673 4.981 1.815
H 2.496 6.327 0.777
H 2.697 4.722 0.034
H -1.787 5.358 -1.609
H -3.049 4.543 -0.809
O 0.666 0.443 0.272
H 1.107 1.149 0.744
H 0.351 0.854 -0.534
O -1.869 -0.113 1.014
H -1.029 0.159 0.645
H -1.744 -1.035 1.241
```

Results
Multiplicity ... 2
Total charge ... +1

Calculated relative energy (zero: lowest compared OMol25 entry of this formula, charge and spin), 441.4 347.3 52.0 kJ/mol (same order as the records).